Arrangement 1

DFT (the ωB97M-V functional and the def2-TZVPD basis) results for an isolated molecule of C5H11NS2.

Results
Lowest unoccupied orbital energy (eV): 0.66
SMILES string: NCC1[C@@H](S)C[C@@H]1S
HOMO (eV): -8.6

Element x y z (Å)
C  -0.37  1.53  0.64
C  0.14  0.12  0.67
C  -0.81  -1.12  0.65
C  0.27  -1.90  -0.22
C  0.91  -0.56  -0.44
H  -1.10  3.17  -0.62
H  -0.20  1.68  -1.47
H  -1.04  1.85  1.48
H  0.60  2.08  0.86
H  0.82  0.28  1.51
H  -0.85  -1.52  1.70
H  -2.39  0.22  -0.71
H  1.02  -2.42  0.43
H  -0.01  -2.36  -1.26
H  0.59  -0.04  -1.34
H  3.15  -1.53  -0.85
N  -1.01  1.97  -0.75
S  -2.38  -1.13  -0.19
S  2.65  -0.33  -0.09


Arrangement 2

DFT (the ωB97M-V functional and the def2-TZVPD basis) results for an isolated molecule of C5H11NS2.

Results
Lowest unoccupied orbital energy (eV): 0.45
SMILES string: C=CC(N)(CS)CS
HOMO (eV): -8.9

Element x y z (Å)
C  0.41  0.35  0.47
C  0.64  -1.16  0.21
C  0.09  1.14  -0.88
C  1.74  0.97  1.01
C  3.00  0.48  1.14
H  -0.74  1.66  1.42
H  -1.50  0.16  1.41
H  1.38  -1.35  -0.52
H  1.01  -1.52  1.17
H  -0.77  -3.23  1.07
H  0.15  2.19  -0.50
H  0.93  0.95  -1.63
H  -1.34  -0.07  -2.34
H  1.59  1.99  1.28
H  3.76  1.22  1.55
H  3.31  -0.59  0.97
N  -0.52  0.64  1.51
S  -0.88  -2.16  -0.08
S  -1.59  1.12  -1.56


Most stable structure, least stable structure: arrangement 2, arrangement 1.


Arrangement 1

DFT (the ωB97M-V functional and the def2-TZVPD basis) results for the ion C2H7N2 with charge +1.

Results
Lowest unoccupied orbital energy (eV): -3.63
Total charge: +1
SMILES string: CNC=[NH2+]
HOMO (eV): -15.7

Element x y z (Å)
C  0.91  -0.39  -1.40
N  -0.01  -0.46  -0.27
C  -0.16  0.42  0.61
N  -1.03  0.48  1.71
H  1.68  0.43  -1.17
H  1.39  -1.37  -1.48
H  0.24  -0.16  -2.25
H  -0.62  -1.27  -0.23
H  0.43  1.34  0.52
H  -1.60  -0.36  1.74
H  -1.23  1.34  2.22


Arrangement 2

DFT (the ωB97M-V functional and the def2-TZVPD basis) results for the ion C2H7N2 with charge +1.

Results
Lowest unoccupied orbital energy (eV): -4.38
Total charge: +1
SMILES string: CNC=[NH2+]
HOMO (eV): -15.8

Element x y z (Å)
C  -0.32  1.91  0.05
N  0.35  0.53  0.09
C  -0.30  -0.62  -0.02
N  0.31  -1.82  -0.08
H  0.52  2.53  -0.07
H  -1.05  1.84  -0.80
H  -0.78  1.99  1.00
H  1.30  0.27  0.14
H  -1.38  -0.67  0.18
H  0.99  -2.07  -0.73
H  -0.46  -2.57  -0.03


Most stable structure, least stable structure: arrangement 1, arrangement 2.


Arrangement 1

DFT (the ωB97M-V functional and the def2-TZVPD basis) results for a cluster of 2 separate species, C4H12N2 in total.

Results
Lowest unoccupied orbital energy (eV): 1.01
SMILES string: C=NC.CNC
HOMO (eV): -7.6

Element x y z (Å)
C  -1.66  -1.51  0.92
N  -0.27  -1.44  1.01
C  0.76  -1.97  0.21
H  -2.13  -0.78  0.09
H  -1.96  -1.30  1.95
H  -1.99  -2.53  0.54
H  0.01  -0.88  1.76
H  0.80  -1.15  -0.49
H  1.77  -2.20  0.57
H  0.25  -2.85  -0.28
C  -0.38  2.01  -1.04
C  1.81  2.20  -0.30
N  0.57  2.13  0.06
H  -1.34  2.30  -0.72
H  -0.30  2.79  -1.86
H  -0.40  1.00  -1.47
H  2.59  2.00  0.43
H  1.89  2.21  -1.39


Arrangement 2

DFT (the ωB97M-V functional and the def2-TZVPD basis) results for an isolated molecule of C4H12N2.

Results
Lowest unoccupied orbital energy (eV): 1.16
SMILES string: CCNCCN
HOMO (eV): -8.6

Element x y z (Å)
C  0.65  2.51  -0.76
C  -0.36  1.33  -0.87
C  0.56  -0.38  0.78
C  0.44  -1.75  0.10
H  1.66  2.12  -0.54
H  0.35  3.10  0.13
H  0.73  3.07  -1.67
H  -1.35  1.71  -1.19
H  -0.09  0.62  -1.70
H  -0.80  1.09  1.12
H  1.53  0.06  0.56
H  0.50  -0.45  1.87
H  0.62  -1.66  -0.96
H  1.27  -2.40  0.47
H  -1.54  -1.62  0.33
H  -1.05  -3.22  0.04
N  -0.52  0.52  0.34
N  -0.84  -2.33  0.52


Most stable structure, least stable structure: arrangement 2, arrangement 1.


Arrangement 1

DFT (the ωB97M-V functional and the def2-TZVPD basis) results for an isolated molecule of C4H12N2.

Results
Lowest unoccupied orbital energy (eV): 1.10
SMILES string: CNCCCN
HOMO (eV): -8.3

Element x y z (Å)
C  -1.43  0.86  -0.05
C  -0.97  -0.26  -0.91
C  0.26  -0.93  -0.37
C  2.45  -0.21  0.39
N  1.42  -0.05  -0.67
N  -1.92  0.49  1.36
H  -0.50  1.57  0.17
H  -2.19  1.52  -0.38
H  -0.71  0.37  -1.91
H  -1.65  -1.05  -1.23
H  0.20  -1.00  0.72
H  0.43  -1.92  -0.94
H  2.52  0.65  1.08
H  3.38  -0.40  -0.19
H  2.16  -1.10  0.98
H  1.34  0.79  -1.10
H  -1.78  -0.45  1.53
H  -1.49  1.11  2.05


Arrangement 2

DFT (the ωB97M-V functional and the def2-TZVPD basis) results for an isolated molecule of C4H12N2.

Results
Lowest unoccupied orbital energy (eV): 1.10
SMILES string: CN[C@@H](C)CN
HOMO (eV): -8.6

Element x y z (Å)
C  0.36  0.36  -2.08
N  0.42  1.15  -0.88
C  -1.47  0.10  0.39
C  -0.02  0.55  0.38
C  0.93  -0.60  0.73
N  0.77  -1.15  2.08
H  -0.63  -0.05  -2.34
H  0.66  0.97  -2.94
H  1.05  -0.47  -2.04
H  0.04  2.07  -1.01
H  -1.67  -0.53  1.25
H  -1.76  -0.39  -0.54
H  -2.14  0.96  0.49
H  0.18  1.32  1.12
H  0.84  -1.42  0.02
H  1.97  -0.28  0.61
H  0.27  -2.03  2.07
H  0.20  -0.55  2.67


Most stable structure, least stable structure: arrangement 2, arrangement 1.


Arrangement 1

DFT (the ωB97M-V functional and the def2-TZVPD basis) results for an isolated molecule of C4H12N2.

Results
Lowest unoccupied orbital energy (eV): 1.08
SMILES string: CNC[C@@H](C)N
HOMO (eV): -9.0

Element x y z (Å)
N  0.39  -1.06  1.33
C  0.36  0.36  1.01
C  -1.02  0.98  1.32
C  0.74  0.74  -0.45
N  0.53  -0.25  -1.51
C  -0.89  -0.61  -1.73
H  1.27  -1.34  1.73
H  0.16  -1.63  0.53
H  1.03  0.90  1.68
H  -1.39  0.63  2.26
H  -1.71  0.78  0.52
H  -0.91  2.05  1.49
H  1.79  1.02  -0.57
H  0.15  1.60  -0.77
H  0.96  -1.10  -1.15
H  -1.31  0.23  -2.26
H  -0.89  -1.37  -2.49
H  -1.47  -0.93  -0.87


Arrangement 2

DFT (the ωB97M-V functional and the def2-TZVPD basis) results for an isolated molecule of C4H12N2.

Results
Lowest unoccupied orbital energy (eV): 1.01
SMILES string: NCCCCN
HOMO (eV): -8.9

Element x y z (Å)
C  -0.96  0.11  -0.48
C  0.30  0.67  -1.16
C  1.50  0.06  -0.36
N  1.64  -1.36  -0.94
C  -1.23  0.53  1.04
N  -1.51  -0.56  1.97
H  -0.82  -0.94  -0.42
H  -1.77  0.15  -1.18
H  0.44  1.75  -0.93
H  0.33  0.52  -2.28
H  1.42  0.19  0.74
H  2.47  0.72  -0.68
H  0.98  -1.98  -0.50
H  1.57  -1.12  -2.05
H  -0.36  1.35  1.33
H  -2.02  1.33  1.10
H  -0.75  -1.29  1.81
H  -1.23  -0.14  2.99


Arrangement 3

DFT (the ωB97M-V functional and the def2-TZVPD basis) results for an isolated molecule of C4H12N2.

Results
Lowest unoccupied orbital energy (eV): 1.17
SMILES string: CC(C)NCN
HOMO (eV): -8.3

Element x y z (Å)
C  -1.14  -0.21  1.17
C  0.22  -0.85  0.74
C  1.36  -0.33  1.58
N  0.49  -0.42  -0.64
C  -0.35  0.05  -1.80
N  -0.54  1.45  -2.13
H  -1.26  -0.31  2.24
H  -0.91  0.86  1.00
H  -1.96  -0.52  0.53
H  0.08  -1.92  0.69
H  2.28  -0.72  1.16
H  1.36  0.77  1.58
H  1.26  -0.59  2.65
H  1.34  -0.75  -1.07
H  0.02  -0.32  -2.77
H  -1.35  -0.27  -1.45
H  0.24  2.09  -1.97
H  -1.16  1.99  -1.52


Most stable structure, least stable structure: arrangement 1, arrangement 2.


Arrangement 1

DFT (the ωB97M-V functional and the def2-TZVPD basis) results for an isolated molecule of C4H12N2.

Results
Lowest unoccupied orbital energy (eV): 1.19
SMILES string: CCNCCN
HOMO (eV): -8.4

Element x y z (Å)
N  -1.32  -2.27  0.92
C  -0.04  -1.99  0.23
C  0.46  -0.60  0.68
N  0.50  0.37  -0.45
C  -0.10  1.65  -0.24
C  0.56  2.76  -1.07
H  -1.99  -1.68  0.43
H  -1.62  -3.21  0.65
H  -0.06  -2.01  -0.86
H  0.76  -2.64  0.57
H  -0.13  -0.17  1.49
H  1.48  -0.60  1.06
H  1.42  0.37  -0.86
H  -1.17  1.61  -0.51
H  -0.09  2.01  0.80
H  0.30  3.75  -0.72
H  0.20  2.68  -2.09
H  1.63  2.53  -1.09


Arrangement 2

DFT (the ωB97M-V functional and the def2-TZVPD basis) results for an isolated molecule of C4H12N2.

Results
Lowest unoccupied orbital energy (eV): 1.16
SMILES string: CN[C@@H](C)CN
HOMO (eV): -8.6

Element x y z (Å)
C  -1.48  -0.91  -1.33
N  -0.36  -1.34  -0.52
C  1.10  0.67  -1.03
C  0.46  -0.26  0.02
C  -0.32  0.50  1.05
N  0.62  1.23  1.94
H  -1.18  -0.24  -2.15
H  -2.00  -1.77  -1.75
H  -2.20  -0.34  -0.75
H  0.18  -2.04  -1.00
H  1.88  1.21  -0.54
H  0.40  1.45  -1.32
H  1.49  0.07  -1.86
H  1.27  -0.72  0.59
H  -0.93  1.27  0.58
H  -0.85  -0.25  1.64
H  1.56  0.86  1.97
H  0.27  1.26  2.88


Most stable structure, least stable structure: arrangement 2, arrangement 1.